140
Properties=species:S:1:pos:R:3 method="wB97M-V/def2-TZVPD" homo_lumo_gap_ev=6.6 energy_ev=-173794.68183 lumo_ev=-0.48
C 2.052 -1.236 -2.538
N 2.137 -0.497 -1.270
C 1.545 0.802 -1.321
N 2.222 1.768 -1.855
C 3.576 1.635 -2.461
C 4.319 3.037 -2.550
C 4.868 3.373 -1.097
N 4.150 4.333 -0.299
O 5.845 2.774 -0.721
N 0.262 0.926 -0.685
P -0.731 2.242 -1.279
O -2.156 2.337 -0.397
O -1.060 1.853 -2.912
C 0.550 0.960 0.767
N 1.037 2.294 1.210
C 0.224 2.914 1.901
O -0.694 3.328 2.479
C 1.515 -0.247 1.175
C 0.945 -0.962 2.453
S 0.541 0.108 3.874
O 1.487 1.178 4.158
O -0.882 0.577 3.795
C 2.982 0.276 1.578
O 3.559 -0.171 2.585
O 3.621 1.142 0.829
C 1.796 -1.256 -0.047
O 3.047 -1.909 0.347
C 0.739 -2.431 -0.179
C -0.783 -2.029 -0.317
C -1.264 -1.756 -1.799
S -3.053 -2.225 -2.061
C -4.107 -0.731 -1.887
S -4.992 -0.296 -3.238
N -4.189 0.031 -0.684
C -4.367 -0.801 0.528
C -3.978 0.122 1.774
O -4.320 1.511 1.597
C -5.448 1.692 0.745
C -5.303 1.000 -0.695
H 2.316 -2.329 -2.444
H 2.829 -0.823 -3.255
H 1.069 -1.121 -3.094
H 1.831 2.716 -1.873
H 4.192 0.824 -1.996
H 3.387 1.329 -3.537
H 3.638 3.852 -2.951
H 5.176 2.983 -3.284
H 3.212 4.454 -0.696
H 4.637 5.226 -0.217
H -2.404 3.281 -0.383
H -1.939 1.410 -2.968
H -0.436 0.770 1.297
H 1.665 -1.751 2.833
H -0.007 -1.538 2.224
H 0.568 -0.728 4.992
H 3.030 -2.832 0.018
H 0.811 -3.035 0.780
H 0.950 -3.180 -0.987
H -1.119 -1.165 0.317
H -1.383 -2.922 0.044
H -0.686 -2.404 -2.524
H -1.124 -0.696 -2.145
H -3.709 -1.704 0.578
H -5.468 -1.022 0.628
H -4.356 -0.301 2.749
H -2.846 0.085 1.847
H -6.434 1.425 1.234
H -5.509 2.806 0.547
H -5.175 1.818 -1.452
H -6.268 0.448 -0.880
C 2.651 8.857 -2.781
C 1.761 8.191 -3.810
O 1.208 6.966 -3.295
C 0.153 7.098 -2.477
O -0.338 8.142 -2.160
C -0.352 5.721 -2.046
F 0.649 4.906 -1.657
F -0.997 5.092 -3.046
F -1.214 5.787 -1.019
H 3.425 8.166 -2.439
H 3.129 9.743 -3.202
H 2.081 9.159 -1.901
H 2.351 7.920 -4.686
H 0.966 8.858 -4.149
C -0.541 -8.972 0.200
C 0.098 -7.942 1.113
O 1.205 -7.292 0.454
C 0.882 -6.325 -0.405
O -0.239 -5.975 -0.655
C 2.144 -5.695 -0.993
F 3.038 -6.609 -1.398
F 2.777 -4.906 -0.093
F 1.892 -4.917 -2.060
H 0.207 -9.684 -0.156
H -1.327 -9.515 0.724
H -0.978 -8.500 -0.682
H 0.507 -8.436 1.993
H -0.618 -7.211 1.458
C -4.528 2.227 5.763
C -3.939 1.156 6.655
O -4.876 0.766 7.678
C -5.833 -0.087 7.298
O -5.954 -0.532 6.190
C -6.724 -0.446 8.489
F -7.093 0.638 9.196
F -6.093 -1.273 9.346
F -7.852 -1.065 8.114
H -4.869 3.078 6.358
H -3.787 2.573 5.041
H -5.395 1.855 5.216
H -3.063 1.553 7.169
H -3.613 0.290 6.077
C -6.686 -7.536 2.806
C -5.727 -6.429 2.417
O -4.453 -6.602 3.063
C -3.632 -7.501 2.507
O -3.887 -8.151 1.533
C -2.306 -7.546 3.267
F -2.477 -7.597 4.598
F -1.556 -6.453 3.023
F -1.562 -8.623 2.933
H -6.778 -7.597 3.893
H -7.673 -7.358 2.376
H -6.329 -8.507 2.461
H -6.118 -5.469 2.755
H -5.603 -6.365 1.334
C 9.074 3.704 -4.157
C 9.238 4.800 -5.192
O 8.970 4.301 -6.516
C 7.678 4.190 -6.849
O 6.761 4.472 -6.130
C 7.545 3.693 -8.289
F 8.351 2.647 -8.546
F 7.863 4.656 -9.175
F 6.297 3.298 -8.579
H 9.697 2.843 -4.409
H 9.353 4.066 -3.167
H 8.042 3.350 -4.117
H 10.271 5.148 -5.196
H 8.606 5.662 -4.972

---

43
Properties=species:S:1:pos:R:3 method="wB97M-V/def2-TZVPD" spin_multiplicity=3 homo_lumo_gap_ev="7.8 / 7.9" energy_ev=-81554.88108 lumo_ev="-3.52 / -4.18" e_above_lowest_kj_mol=0.0 total_charge=+1
Ni 0.536 -0.575 -0.486
P 1.847 1.073 -0.327
C 2.047 1.584 -2.092
C 0.951 0.913 -2.899
N 0.278 -0.136 -2.325
C -0.738 -0.788 -2.984
C -0.863 -0.651 -4.359
C -0.062 0.286 -4.998
C 0.782 1.121 -4.265
C -1.739 -1.629 -2.196
P -1.915 -0.854 -0.492
H 1.430 1.843 -4.756
H -1.653 -1.189 -4.886
H -0.102 0.377 -6.081
H -2.748 -1.663 -2.643
H -1.403 -2.670 -2.073
H 2.241 2.634 -2.277
H 3.040 1.118 -2.327
H -1.795 4.438 -2.684
O -1.758 5.365 -2.451
H -1.272 5.488 -1.648
H -2.861 2.421 1.134
O -2.525 2.716 1.954
H -2.781 3.635 1.944
C -3.484 0.047 -0.822
H -4.085 -0.604 -1.481
H -3.984 0.222 0.142
H -3.282 1.030 -1.274
C -2.493 -2.099 0.740
H -2.554 -1.489 1.662
H -3.488 -2.514 0.507
H -1.755 -2.904 0.897
C 3.589 0.540 -0.196
H 4.181 1.443 -0.381
H 3.868 0.112 0.767
H 3.771 -0.194 -0.993
C 1.622 2.442 0.833
H 1.939 2.148 1.844
H 2.256 3.274 0.497
H 0.565 2.746 0.887
O 1.053 -1.775 3.519
C 0.854 -1.391 2.403
N 0.653 -1.011 1.289

---

67
Properties=species:S:1:pos:R:3 method="wB97M-V/def2-TZVPD" homo_lumo_gap_ev=8.4 energy_ev=-122746.81310 lumo_ev=-0.69
C 5.030 0.143 0.621
C 4.378 0.785 -0.575
O 3.812 0.178 -1.435
O 4.509 2.153 -0.625
C 3.285 2.872 -0.697
C 2.405 2.690 0.555
N 0.962 2.735 0.174
Br -0.036 3.406 1.645
S 0.317 1.200 -0.105
O -1.048 1.340 -0.458
O 0.670 0.276 0.916
F 1.081 0.831 -1.388
H 6.011 -0.231 0.326
H 5.178 0.876 1.411
H 4.399 -0.676 0.956
H 3.553 3.922 -0.784
H 2.715 2.613 -1.591
H 2.643 1.793 1.130
H 2.562 3.535 1.218
C -1.587 0.281 6.538
O -0.467 0.928 5.963
C 0.753 0.231 6.158
C 1.162 -0.552 4.930
O 0.263 -1.610 4.647
C -0.659 -1.295 3.615
H -2.480 0.775 6.160
H -1.625 -0.777 6.266
H -1.569 0.371 7.630
H 0.681 -0.438 7.022
H 1.524 0.978 6.373
H 2.146 -0.998 5.107
H 1.245 0.120 4.068
H -0.160 -1.286 2.644
H -1.132 -0.325 3.784
H -1.429 -2.066 3.612
C -0.019 3.279 -7.229
O 0.622 2.158 -6.651
C 1.433 2.482 -5.534
C 0.742 2.174 -4.225
O -0.392 2.999 -4.013
C -1.622 2.351 -4.282
H -0.763 2.905 -7.930
H -0.519 3.892 -6.475
H 0.700 3.899 -7.777
H 1.726 3.537 -5.564
H 2.342 1.876 -5.602
H 1.441 2.371 -3.407
H 0.462 1.117 -4.182
H -1.860 1.631 -3.491
H -1.605 1.838 -5.247
H -2.396 3.117 -4.301
C -4.959 -4.003 -0.591
O -4.387 -4.536 0.588
C -3.382 -5.506 0.343
C -1.991 -4.929 0.488
O -1.715 -3.955 -0.504
C -1.842 -2.624 -0.039
H -5.554 -3.138 -0.304
H -4.193 -3.685 -1.303
H -5.614 -4.738 -1.072
H -3.504 -5.943 -0.653
H -3.511 -6.305 1.080
H -1.260 -5.735 0.369
H -1.864 -4.504 1.489
H -1.004 -2.362 0.615
H -2.782 -2.473 0.499
H -1.826 -1.966 -0.906

---

14
Properties=species:S:1:pos:R:3 method="wB97M-V/def2-TZVPD" homo_lumo_gap_ev="8.9 / 8.0" energy_ev=-13250.02373 lumo_ev="-0.28 / -1.08" e_above_lowest_kj_mol=684.3
C -0.776 0.434 -0.073
C -1.323 -0.178 1.107
C 0.455 1.088 -0.273
C 1.716 0.768 0.066
C 2.071 -0.523 0.697
N -1.754 0.296 -0.948
N -2.466 -0.713 0.905
N 1.689 -1.456 -0.026
N -2.718 -0.386 -0.354
O 1.073 -1.712 -1.022
H 0.471 2.021 -0.700
H 2.522 1.530 -0.177
H 2.709 -0.558 1.529
H -3.669 -0.613 -0.731